(1)
A 4-piece molecular cluster, C4H14O3 overall at a distorted geometry. Source: the OMol25 dataset; level of theory: the ωB97M-V functional and the def2-TZVPD basis.

Cartesian coordinates (Å):
C -0.0193 -1.6013 0.1175
C 1.1255 -0.5706 -0.4257
C 2.4429 -1.2332 -0.6312
C 3.5998 -1.1038 0.0285
H -0.5813 -2.0937 -0.7574
H -0.7241 -1.2462 0.8577
H 0.5683 -2.2612 0.7675
H 0.7562 -0.2669 -1.3944
H 1.0360 0.2800 0.2726
H 2.6230 -1.8743 -1.4689
H 4.4692 -1.5958 -0.2955
H 3.7183 -0.3352 0.7483
H -0.4166 3.5610 -2.4290
H -1.1256 2.5076 -1.6774
O -0.2737 2.7788 -1.9322
H -3.8557 0.4526 2.7403
H -3.7237 1.7295 3.4755
O -3.2033 1.1993 2.8400
H -2.3072 0.3415 0.4527
H -1.8757 0.4137 -0.9891
O -2.2330 0.9181 -0.2997

As for the SMILES: C=CCC.O.O.O. Its energy above the lowest of the compared OMol25 structures with the same formula, charge and spin is 196.12 kJ/mol.

=====

(2)
A 4-piece molecular cluster, C4H14O3 overall at a distorted geometry. Source: the OMol25 dataset; level of theory: the ωB97M-V functional and the def2-TZVPD basis.

Cartesian coordinates (Å):
C -0.9913 2.0360 -0.1308
C -2.2444 2.0005 -0.6071
C -2.5125 1.2308 -1.8642
C -0.5769 2.6868 1.1513
H -0.2533 1.4746 -0.6947
H -2.9708 2.1834 0.1794
H -1.9836 0.2788 -1.9801
H -2.3984 1.7285 -2.8261
H -3.5306 0.8161 -1.7973
H 0.3887 2.4327 1.5898
H -0.5919 3.7790 1.1230
H -1.2853 2.4049 1.9394
H 2.2339 -4.3580 3.5276
H 2.4041 -5.0095 2.0598
O 2.0671 -4.2839 2.6026
H 1.1720 -1.0598 -2.9441
H 0.7379 0.2460 -2.2540
O 0.7697 -0.7140 -2.1515
H 1.9779 -1.9659 0.1755
H 2.2390 -0.4940 0.3418
O 2.1472 -1.3136 0.8625

As for the SMILES: C/C=C/C.O.O.O. Its energy above the lowest of the compared OMol25 structures with the same formula, charge and spin is 174.75 kJ/mol.

=====

(3)
A 3-piece molecular cluster, C4H14O3 overall at a distorted geometry. Source: the OMol25 dataset; level of theory: the ωB97M-V functional and the def2-TZVPD basis.

Cartesian coordinates (Å):
C 0.4645 2.8901 0.1886
O -0.8627 2.5378 0.6472
C 1.0468 1.5301 -0.2906
C 1.7180 0.7769 0.8610
C 3.1820 0.9601 0.5884
H 0.2219 3.5142 -0.6789
H 0.8478 3.3738 1.1140
H -1.3866 3.1866 1.1642
H 1.6281 1.7405 -1.1969
H 0.1072 1.1561 -0.7796
H 1.3403 -0.2549 0.9138
H 1.4859 1.1275 1.9052
H 3.4915 0.1718 -0.1652
H 3.9087 0.6490 1.3337
H 3.5113 1.9069 0.1570
H -1.8839 -4.1795 -0.9046
H -2.6922 -5.1767 -1.7767
O -1.7962 -4.9380 -1.5027
H -3.1358 -2.4400 -1.0706
H -2.9116 -1.7917 0.2556
O -2.7416 -2.6194 -0.2068

Its energy above the lowest of the compared OMol25 structures with the same formula, charge and spin is 254.12 kJ/mol. The spin multiplicity is 2. Its total charge is +1.